No. 1
This record from OMol25 describes a molecular structure, Br2ClPPb. The level of theory is ωB97M-V/def2-TZVPD.

```
5
Properties=species:S:1:pos:R:3:forces:R:3
Pb -2.81489 2.70616 0.25924 0.22 -0.22 -0.08
Br -0.96591 0.94022 -0.29274 -0.64 0.63 -0.12
Br 2.61328 -0.26333 -0.33710 0.18 0.06 -0.10
Cl 0.25863 -2.45937 -0.32679 0.00 -0.02 0.00
P 0.90889 -0.92368 0.69740 0.24 -0.46 0.30
```
Positions in Å, forces in eV/Å.

Properties
**Charge**: +2
**F_max**: 0.90 eV/A
**LUMO energy**: -10.583 eV

Formally, the Mulliken partial charges of the atoms, in units of the elementary charge, are as follows: 1.228, -0.050, 0.191, 0.071, 0.560

=====

No. 2
This record from OMol25 describes 8 unconnected molecules or ions with the total composition C32H80O4. The level of theory is ωB97M-V/def2-TZVPD.

```
116
Properties=species:S:1:pos:R:3:forces:R:3
O 0.92697 -3.23555 1.55971 -0.62 -2.13 3.27
O 3.50992 -4.45047 5.56525 0.52 -1.67 -2.74
O 3.87070 -3.95812 2.06912 4.53 -1.77 1.97
O 6.17799 2.54512 -3.48219 1.91 -1.03 -2.28
C 1.69584 2.45787 0.40774 -3.43 -0.93 2.51
C -2.95066 3.16068 -4.72468 0.36 -1.44 0.62
C 0.42908 3.04470 -0.22631 2.86 0.26 -1.90
C -4.67324 1.40004 4.12329 4.07 -3.63 6.21
C 5.91106 -5.22002 1.95199 -2.78 -0.15 -0.36
C 2.39132 -3.11383 7.04601 1.39 0.45 0.01
C 6.61374 1.70116 -2.39867 -2.70 0.99 1.34
C -3.30257 -4.47780 -6.09909 -0.13 3.71 -4.64
C -0.65217 3.72093 3.55208 -2.83 -3.92 0.24
C -1.98648 -2.20849 -4.12551 -1.95 2.05 -0.08
C -1.22666 -3.25374 -4.99629 -5.71 8.34 -5.71
C 0.54676 -3.43098 0.19918 -1.50 -1.14 1.28
C -3.96764 2.53429 -3.70381 0.10 0.93 0.51
C -2.04389 -3.65996 -6.28865 3.76 -3.27 1.43
C 3.42392 -3.07229 5.93841 -2.93 -3.02 -1.57
C 2.82513 0.48719 2.73834 -3.11 3.45 1.06
C -3.66461 2.86025 -2.21709 -1.05 -2.13 -1.91
C -3.05336 3.40132 4.49722 0.07 -2.89 -3.13
C 4.62542 -4.81687 1.19049 -1.82 -2.67 8.94
C -1.63836 3.67010 4.82930 4.20 4.67 -1.14
C -3.89971 2.51214 0.17381 0.57 -1.01 1.00
C -4.50160 2.06056 -1.20143 3.36 -1.27 0.99
C -4.69438 -0.07103 3.80086 3.87 2.94 -2.76
C 1.64322 -3.04537 -0.71380 -1.81 -1.50 -1.98
C -0.95336 -1.60142 -3.08459 1.35 -2.27 1.37
C -1.37555 -0.31430 -2.42372 -4.09 -3.10 1.90
C -3.04216 2.47961 -6.14662 5.58 -0.46 3.97
C -3.24038 1.93538 3.86660 -1.65 0.18 0.04
C 5.45011 1.82757 -1.25095 2.30 -2.06 -1.01
C 2.78721 0.30649 1.24569 2.66 2.11 1.22
C 0.46806 4.55860 -0.30594 -7.02 -1.89 4.94
C 1.71580 0.92354 0.47118 -3.33 1.91 -1.56
H -5.46165 2.28569 -1.37723 -3.88 0.98 0.17
H 1.99543 -2.09327 -0.58380 0.90 2.39 0.66
H 3.86152 0.65716 1.12461 -1.22 -0.49 -1.58
H 6.80566 0.72846 -2.74745 -0.69 -1.75 -0.41
H -3.63839 3.91974 3.74183 0.87 1.49 -0.02
H -1.85905 2.91000 -4.35138 -2.10 1.18 -0.40
H -3.96282 1.49220 -3.63476 0.49 -2.10 -0.78
H -4.46816 2.19882 1.02215 -0.64 -1.40 0.51
H 1.95101 2.96012 1.30513 -0.36 0.26 1.72
H 6.67224 2.26566 -4.37032 -1.55 0.86 3.09
H 4.78145 -4.67114 0.29222 1.47 3.43 -8.78
H 0.34637 4.02120 3.72729 1.14 -0.39 0.52
H 3.40261 1.38291 3.04001 0.32 -0.77 -0.17
H 5.36739 -5.69709 2.81266 1.92 0.23 -0.18
H 1.77443 0.76577 -0.68266 -0.24 -0.92 1.94
H 3.08879 -2.57668 5.07162 -1.19 1.04 -1.04
H -0.92400 -3.92572 -4.42728 3.13 -6.36 4.58
H 0.67587 0.60500 0.89827 1.70 -0.04 -0.92
H -2.55541 1.29627 4.41950 0.20 -0.37 -0.50
H -5.02901 2.70674 -3.96522 0.42 0.63 -0.04
H -3.24170 1.75875 2.70915 1.17 0.89 2.04
H 6.56198 -5.83097 1.32932 -0.19 -0.43 0.34
H -0.83306 2.69234 2.92516 1.06 2.38 1.50
H -3.84818 3.53254 0.57823 0.00 0.65 -1.69
H 1.35588 -3.48437 6.82929 1.21 0.90 0.08
H -2.43520 1.52593 -5.95113 -2.30 0.28 -0.71
H 3.94448 -5.63373 1.13805 -0.16 -1.62 -0.10
H 2.40251 -3.72719 -0.86100 2.13 -1.61 0.83
H 7.54658 1.91214 -1.98206 1.66 1.47 0.62
H 5.23861 2.82845 -1.01735 -0.03 1.48 0.12
H 3.44017 -4.62900 4.55635 0.38 0.99 2.50
H 3.10892 -0.38279 3.20272 1.12 -1.86 1.29
H 4.61735 1.40165 -1.73877 -1.32 -0.39 -0.34
H -2.35440 2.90407 -6.83437 0.71 1.16 -0.59
H 0.45553 -3.88565 2.27969 1.62 2.36 -3.20
H -0.28896 -2.78708 0.06288 -0.79 0.86 -0.52
H -2.29464 -0.64118 -1.62113 2.61 1.40 -1.88
H -0.72155 -2.40763 -2.27408 -0.92 1.12 -1.10
H -0.53636 -2.53100 -5.39135 1.46 -0.64 -0.16
H 2.83562 -3.59572 7.88243 0.18 -2.09 0.43
H -0.37754 2.66760 0.30696 -1.80 -0.81 0.54
H -5.37602 1.85054 3.70002 -5.53 4.16 -4.79
H -5.30875 -0.77964 4.09466 -3.85 -2.61 1.64
H -1.19924 -4.25404 -6.82648 -1.60 0.15 0.54
H 1.83713 0.79393 3.23037 0.68 -0.77 -0.86
H -3.50954 3.89379 -2.09536 -0.50 1.42 0.89
H -3.94588 -3.95125 -5.47167 -1.51 0.99 0.84
H 0.55339 5.02023 0.65769 0.45 0.15 0.74
H -0.39363 5.07951 -0.72757 -0.45 -0.61 -0.18
H -3.94087 2.65856 -6.51893 -4.26 -0.77 -1.74
H 6.40266 -4.29170 2.13496 0.53 0.48 0.82
H 1.30462 -3.09861 -1.75310 -0.71 0.45 0.01
H -2.84710 2.12454 0.34471 -1.18 0.20 -0.49
H 2.63050 -2.21860 7.53361 -1.64 2.72 0.53
H -3.26194 4.21920 -4.71018 0.98 -0.13 -0.29
H -1.85005 0.21731 -3.16919 -1.59 1.31 -1.71
H -3.75976 -4.60537 -7.15152 0.34 -0.10 1.83
H 0.11750 -1.53898 -3.43393 -1.19 0.25 -0.72
H 2.54551 2.55281 -0.05924 4.40 1.67 -3.63
H -4.51440 0.79162 -1.31048 0.72 3.64 0.13
H -4.56331 -0.09585 2.72689 -0.53 -0.46 -0.71
H -2.46125 -1.27393 -4.80631 1.59 -2.35 1.43
H -3.00171 -2.58879 -3.65744 2.23 0.47 -0.35
H 0.07683 -4.43851 0.08944 0.96 0.36 -0.37
H 2.68831 -0.67616 1.01893 0.42 -3.30 -0.42
H -2.76268 2.40279 -1.99508 2.64 -0.44 -0.18
H 1.16794 4.77936 -0.86090 7.44 2.58 -5.32
H -3.73653 -0.43502 4.06392 1.19 -0.62 0.76
H -3.63899 3.42434 5.33375 -1.52 -0.07 2.40
H 3.23088 -3.46962 1.69252 -3.65 2.46 -2.46
H -1.06026 4.45780 2.97950 -1.07 2.07 -2.12
H -1.01429 3.07362 5.46203 -0.99 -1.19 1.06
H -5.11872 1.53034 5.16224 1.43 -0.08 -0.28
H -2.09380 -2.88724 -6.96987 -0.78 2.21 -0.92
H 4.36689 -2.65177 5.99472 2.11 0.73 1.66
H 0.55191 2.68498 -1.28069 -1.15 -0.06 0.63
H -3.11688 -5.33695 -5.66176 0.95 -4.48 1.86
H -1.39725 4.78579 5.30954 -1.22 -2.57 -0.99
H 5.58359 1.26600 -0.28415 0.43 0.42 -1.14
H -0.73061 0.40868 -2.06680 1.96 0.68 1.49
```
Positions in Å, forces in eV/Å.

Properties
**Charge**: 0
**F_max**: 11.60 eV/A
**LUMO energy**: 0.397 eV

Mulliken atomic charge list, values in e, 8 entries: -0.496, -0.582, -0.403, -0.551, -2.043, -0.234, 0.954, -0.991

=====

No. 3
This record from OMol25 describes C5H4N2 in the gas phase. The level of theory is ωB97M-V/def2-TZVPD.

```
11
Properties=species:S:1:pos:R:3:forces:R:3
N -1.88621 -0.11452 -0.47884 0.12 -0.13 -0.04
N -1.83033 0.97534 0.30154 0.26 -0.05 -0.03
C 0.22292 0.02979 0.07219 -0.15 -0.02 -0.05
C 2.80840 -0.38270 0.32115 -0.35 0.06 0.00
C -0.69170 -0.71711 -0.64513 0.02 0.04 -0.01
C 1.62367 -0.19616 0.20551 0.46 -0.09 0.04
C -0.55600 1.07124 0.63781 -0.02 0.13 0.09
H -0.21704 1.87911 1.27238 -0.06 -0.12 -0.08
H 3.85825 -0.54750 0.43595 -0.24 0.04 -0.04
H -0.56671 -1.60686 -1.24459 -0.03 0.12 0.07
H -2.76526 -0.39063 -0.87797 -0.02 0.01 0.04
```
Positions in Å, forces in eV/Å.

Properties
**Charge**: 0
**F_max**: 0.47 eV/A
**LUMO energy**: 0.935 eV

Mulliken atomic charge list, values in e, 8 entries: 0.258, -0.774, 0.195, 0.210, -0.510, -0.512, -0.376, 0.463

=====

No. 4
This record from OMol25 describes 7 unconnected molecules or ions with the total composition C3H20N2O7. The level of theory is ωB97M-V/def2-TZVPD.

```
32
Properties=species:S:1:pos:R:3:forces:R:3
O -2.27865 2.20822 3.06637 -0.04 -0.03 -0.02
O 4.08682 -0.31228 -2.04282 0.27 -0.11 -0.25
O -2.91769 -0.99039 -1.71533 0.74 0.42 0.93
O -0.50738 1.42535 0.52167 0.08 0.66 -0.32
O -1.88747 1.98151 -1.95774 0.12 -0.19 0.18
O -0.42203 -0.82156 2.64291 -0.65 -0.38 0.59
O 0.22379 2.45217 -4.31138 0.32 -0.89 0.64
N 0.99812 -1.61373 1.10694 -0.72 0.43 0.42
N 2.42696 0.10957 0.23345 -0.84 0.05 0.37
C -0.19207 -1.65360 1.78431 0.69 0.63 -1.07
C -1.15535 -2.71739 1.31402 0.35 -0.73 0.87
C 2.00739 -0.57849 1.44330 -0.15 -0.87 -1.42
H 1.02675 -2.09259 0.22085 0.49 0.04 0.01
H 0.52871 2.41349 -3.39291 0.01 0.78 -0.03
H 1.96234 1.00911 0.25492 0.41 0.21 -0.35
H 3.58544 0.05534 -2.77761 0.00 0.02 0.05
H 3.41933 0.21857 0.14070 0.07 -0.09 0.03
H -1.59473 -2.54418 0.34239 -0.37 0.58 -0.06
H -1.86806 1.06285 -1.65877 -0.31 -0.03 -0.16
H -0.74898 1.34146 1.45131 -0.05 -0.39 0.10
H -0.07591 0.62671 0.21156 -0.14 -0.28 0.34
H -2.37258 -1.35535 -2.41323 -0.61 -0.23 -0.36
H 2.81059 -1.17454 1.85705 0.45 0.60 0.52
H -1.73241 2.42917 -1.11679 0.11 0.13 -0.06
H -1.87053 -2.85941 2.11892 -0.44 0.17 -0.31
H -3.85704 -1.11517 -1.84067 0.01 -0.23 -0.57
H -0.15465 1.56206 -4.30769 -0.37 0.20 -0.64
H -1.90895 2.44590 3.92174 0.05 -0.01 0.00
H 4.55774 0.43345 -1.66284 0.10 0.10 -0.18
H -2.97675 1.57650 3.27369 0.11 -0.01 -0.08
H 1.54181 0.15697 2.08393 0.01 -0.53 0.76
H -0.65456 -3.67971 1.20774 0.31 -0.01 0.07
```
Positions in Å, forces in eV/Å.

Properties
**Charge**: 0
**F_max**: 1.68 eV/A
**LUMO energy**: 0.272 eV

Mulliken atomic charge list, values in e, 8 entries: -0.620, -0.657, -0.627, -0.641, -0.627, -0.633, -0.611, -0.204

=====

No. 5
This record from OMol25 describes a molecular structure, C45H37BN3O6PdS4. The level of theory is ωB97M-V/def2-TZVPD.

```
97
Properties=species:S:1:pos:R:3:forces:R:3
Pd 0.89359 0.52435 -0.50182 -0.16 0.12 -0.16
S -1.53291 -2.01370 1.81739 0.00 0.16 0.24
S 0.73197 6.66283 -2.73784 0.00 0.05 0.04
S 1.68054 -2.20168 -1.24882 -0.14 0.01 -0.17
S -2.07921 -0.14792 -0.62738 -0.19 0.10 0.13
O -2.44284 1.12286 -0.10935 -0.11 0.00 -0.03
O 1.16807 -1.42787 -0.00589 0.18 -0.09 0.14
O -1.35109 -0.80401 0.90936 0.19 -0.41 -0.47
O -0.86221 -0.15493 -1.45023 0.16 0.18 0.09
O -2.89212 -2.38301 2.05689 0.02 0.07 -0.08
O -3.06001 -1.09017 -1.00945 -0.01 -0.05 0.01
N 5.02875 7.62484 -3.89896 0.01 0.00 0.01
N 0.77812 2.41699 -1.17313 0.17 0.05 0.09
N 2.48388 0.95960 0.53417 0.13 -0.04 -0.18
C 0.08196 -7.58568 -1.08984 0.00 0.00 -0.01
C 4.64024 -3.80612 0.83303 0.02 -0.05 0.00
C -0.72982 -1.37189 3.23241 -0.05 0.10 0.02
C 0.11024 -6.19583 1.32209 0.02 0.01 0.02
C 4.66983 7.53190 -2.62060 0.01 0.00 0.00
C -0.80620 -3.50245 -1.17443 0.10 -0.06 -0.03
C 2.73630 -3.43934 -0.56382 -0.02 0.07 0.32
C -0.64546 -3.50772 1.39865 -0.03 0.00 0.04
C 0.46821 -7.56545 1.27803 0.01 0.00 0.00
C -4.53943 -4.13927 -3.03753 0.00 0.00 -0.02
C 0.83204 5.02468 -2.14161 -0.03 -0.06 -0.01
C -0.91463 -0.44867 5.41474 0.00 0.00 0.01
C 5.53615 -6.12420 1.23485 -0.01 0.00 0.01
C 3.74045 -2.93021 0.25830 -0.08 -0.05 0.09
C 2.77213 7.11287 -4.51634 0.01 -0.01 0.00
C 1.08014 0.54039 6.58116 0.01 -0.01 0.00
C 2.41671 7.01408 -3.18139 0.02 -0.01 -0.01
C -1.15956 -2.88470 -3.89863 0.04 0.00 0.00
C 0.21388 -2.94609 -1.92712 -0.13 -0.06 0.11
C 0.63287 -1.09450 3.19082 0.02 0.02 -0.02
C 0.44655 -0.15238 5.41028 0.01 -0.01 -0.01
C -3.15457 -4.28353 -1.06969 0.00 0.01 0.00
C -0.56231 -4.11541 0.16822 0.00 -0.02 -0.04
C -2.06359 -3.73235 -1.79366 -0.01 -0.03 0.03
C 3.37926 7.23918 -2.20661 -0.02 0.01 0.00
C -4.35855 -4.47446 -1.67559 0.00 0.01 0.01
C 0.03668 -2.63535 -3.29186 -0.04 0.00 0.00
C 4.09234 7.42621 -4.81882 -0.01 -0.01 -0.02
C 0.07959 -5.49928 2.54919 -0.02 -0.01 -0.03
C -0.25107 -6.26281 -1.07760 0.01 -0.01 -0.02
C -0.23526 -5.51562 0.13236 0.04 0.03 0.01
C 1.95006 4.19773 -2.24582 -0.02 0.02 0.00
C 1.88448 2.91838 -1.74655 -0.01 -0.01 0.00
C -0.30948 4.49747 -1.53320 0.00 0.01 -0.01
C -1.51978 -1.05492 4.32575 0.01 -0.08 0.03
C -0.30139 3.20433 -1.06734 -0.05 -0.04 0.04
C 3.58159 -5.64984 -0.27657 -0.02 0.00 -0.03
C 1.21087 -0.48653 4.28786 -0.01 0.00 -0.01
C -3.50855 -3.62264 -3.76214 0.00 -0.01 0.00
C -2.24267 -3.40809 -3.16120 0.00 -0.01 -0.01
C 0.45779 -8.24786 0.09908 -0.01 0.00 0.00
C 3.47857 0.87524 1.11591 -0.01 -0.04 0.05
C 2.66047 -4.78916 -0.85340 0.12 0.05 -0.19
C -0.32193 -4.20434 2.59584 0.01 0.04 -0.03
C 4.56960 -5.17762 0.58257 0.02 0.02 0.02
B 4.81568 0.66053 1.91340 -0.04 0.00 0.02
H 6.49199 -5.64016 1.42882 0.00 0.00 0.00
H 5.44983 7.70678 -1.88892 0.00 0.00 0.00
H 2.13742 0.29443 6.66105 0.00 0.00 0.00
H 0.72223 -9.29636 0.07064 0.00 0.00 0.00
H -2.57675 -1.28600 4.32482 0.00 0.01 -0.01
H 2.86861 4.53790 -2.70040 0.00 0.00 0.00
H 4.40640 7.51540 -5.85225 0.00 0.00 0.00
H -1.29695 -2.65740 -4.94815 0.00 0.01 0.00
H 3.81716 -1.86965 0.46611 -0.01 0.02 0.01
H -1.20300 5.09415 -1.41117 0.00 0.00 -0.01
H 5.47531 1.66479 1.83309 0.00 0.01 -0.01
H -0.53086 -5.78487 -2.00588 0.00 0.01 0.01
H 5.35111 -0.28821 1.37665 0.00 0.00 0.00
H 1.22671 -1.34538 2.31946 -0.01 0.00 0.01
H 3.13295 7.19181 -1.15437 0.00 0.00 0.00
H 0.73684 -8.05972 2.20312 0.00 0.00 0.00
H -3.63910 -3.36551 -4.80569 0.00 0.00 0.00
H 1.92050 -5.16684 -1.54113 -0.06 -0.01 -0.01
H 0.58572 0.27550 7.51449 0.00 0.00 0.00
H 0.05578 -8.13435 -2.02201 -0.01 0.00 0.00
H 0.85102 -2.17962 -3.84060 0.00 0.01 0.00
H 4.48548 0.40861 3.05184 -0.01 -0.01 0.02
H -1.51224 -0.20252 6.28308 0.00 0.01 0.00
H 5.41470 -3.41166 1.47941 0.00 0.00 -0.01
H 5.14068 -6.46734 2.19333 0.00 0.00 0.00
H -3.03315 -4.52490 -0.02175 -0.01 -0.01 0.00
H -5.18866 -4.87726 -1.11119 0.00 0.00 0.00
H 1.00186 1.62256 6.46068 0.00 0.01 0.00
H -0.39289 -3.70361 3.54893 0.00 -0.01 0.02
H 5.71041 -7.00249 0.61498 0.00 0.00 0.00
H 2.74319 2.26462 -1.79563 0.00 0.00 0.01
H 3.52919 -6.70763 -0.50490 -0.01 0.00 0.01
H 2.27034 -0.26059 4.26796 0.01 0.00 0.00
H 2.04667 6.95063 -5.30146 0.00 0.00 0.00
H -1.16963 2.77399 -0.59062 0.01 0.00 -0.01
H -5.50404 -4.29640 -3.50120 0.00 0.00 0.00
H 0.34633 -6.01717 3.46135 0.00 0.00 0.00
```
Positions in Å, forces in eV/Å.

Properties
**Charge**: +1
**F_max**: 0.65 eV/A
**LUMO energy**: -2.991 eV

Mulliken atomic charge list, values in e, 8 entries: 0.208, 1.507, -0.208, 0.265, 1.571, -0.668, 0.793, 0.023

=====

No. 6
This record from OMol25 describes a molecular structure, BH20O8. The level of theory is ωB97M-V/def2-TZVPD.

```
29
Properties=species:S:1:pos:R:3:forces:R:3
O 1.55007 -1.12446 -1.74368 1.27 -1.61 -3.64
O -1.27739 -1.09816 -2.02839 -0.39 3.18 -8.37
O -1.25277 -1.89572 -0.14209 -2.23 -6.06 2.67
O 2.12444 -1.00418 1.47347 4.13 -1.96 2.94
O -1.98017 0.04690 0.97982 -5.54 0.26 1.22
O -0.78894 1.50452 2.15197 0.91 3.32 3.02
O 1.43899 1.49121 -0.83644 2.49 1.54 -1.59
O -0.54024 2.45648 -0.51714 -1.66 1.41 -0.56
B 0.32380 -0.25837 0.44817 -1.21 1.49 -0.83
H 2.90774 -0.57042 1.13508 0.34 0.07 0.11
H -0.54702 1.04574 2.95647 0.10 0.05 0.21
H -1.20456 -0.32764 0.56224 -2.34 -0.60 0.49
H 2.45347 -0.82810 -1.63291 0.13 0.05 -0.10
H 1.40668 -0.64395 0.95261 2.69 -0.62 1.29
H -0.61411 -1.44743 0.41234 -1.81 -3.24 -0.83
H 2.26154 1.14216 -0.49322 0.09 -0.08 0.01
H -1.22721 -1.41870 -0.97157 -0.75 -2.25 2.48
H -0.95877 0.80645 1.51944 -0.80 0.77 0.67
H -1.92026 -0.92652 -2.71651 -0.37 -0.10 -0.32
H -0.55160 -0.04745 -0.14632 0.43 2.21 -4.00
H 0.09033 -1.20778 0.90464 2.31 -1.15 4.14
H 0.51743 0.50848 1.18212 0.89 1.95 1.43
H -1.17590 2.75255 0.13441 -0.19 -0.05 0.44
H -0.71959 1.52187 -0.61999 -0.36 0.16 0.09
H 1.20228 -1.17222 -0.85318 -0.14 -1.69 -0.83
H -2.52462 0.34510 0.25122 -0.32 -0.15 -0.09
H 0.75915 1.03389 -0.34155 0.92 0.91 0.05
H -0.91578 -0.23732 -1.81767 0.79 0.70 -0.56
H 1.16298 -0.44696 -0.20334 0.62 1.45 0.49
```
Positions in Å, forces in eV/Å.

Properties
**Charge**: -1
**F_max**: 8.96 eV/A
**LUMO energy**: 3.063 eV

Mulliken atomic charge list, values in e, 8 entries: -0.672, -0.488, -1.024, -0.829, -0.720, -0.765, -0.701, -0.641

=====

One value per record, in order, for DFT total energy: -6141.78118, -1567.56516, -302.36227, -762.48246, -4097.94793, -638.21526 Eh.
One value per record, in order, for gap between HOMO and LUMO: 7.796, 10.029, 9.858, 9.743, 8.059, 8.056 eV.